The following is a quantum chemistry calculation of a structure of composition C40H46AsN3O4PbS6 at a distorted geometry, from the OMol25 dataset.

Each line ends with the Löwdin charge.
Element x y z (Å)
Pb (1.211, -0.135, -1.490)  1.0933
As (-0.185, -1.315, 1.024)  1.2127
S (-2.050, 1.583, 1.662)  0.6407
S (0.627, 2.622, -2.571)  0.8065
S (3.718, 4.936, -1.932)  0.8621
S (-0.067, -2.177, -2.284)  0.6173
S (-1.649, -2.790, -5.914)  0.6350
S (1.982, 3.335, 0.880)  0.8335
O (-1.607, -3.887, -4.995)  -0.2938
O (0.611, 0.206, -3.935)  -0.2150
O (-2.490, -2.909, -7.075)  -0.2994
O (2.588, -0.654, -3.556)  -0.1364
N (-0.494, 1.421, 3.789)  0.1136
N (-0.124, -2.588, -6.545)  -0.1426
N (-2.818, 1.484, 4.146)  0.1059
C (-0.342, -3.393, -1.028)  -0.6290
C (-0.320, 1.417, 5.085)  -0.3095
C (-0.664, -5.503, 0.750)  -0.0884
C (0.383, 3.650, 0.065)  -0.5524
C (-0.681, -5.741, -0.617)  -0.0804
C (2.298, 2.930, -3.257)  -0.4906
C (1.045, -2.439, -5.725)  -0.2144
C (-2.958, 2.294, -2.889)  -0.0424
C (2.513, -2.502, 1.249)  -0.0969
C (1.665, -1.473, 1.645)  -0.4361
C (-2.579, -1.374, -3.752)  -0.1227
C (1.075, 1.387, 5.614)  -0.0125
C (-2.677, 1.033, -3.648)  -0.2705
C (3.814, -2.552, 1.721)  -0.0767
C (-2.202, 1.093, -4.956)  -0.0389
C (2.152, -0.482, 2.496)  -0.1470
C (4.056, 4.928, -0.139)  -0.5404
C (-1.412, 1.450, 5.992)  0.0200
C (-1.098, -1.657, 2.741)  -0.4084
C (-1.902, -0.066, -5.648)  -0.0696
C (-1.160, -2.069, 5.112)  -0.0879
C (3.386, 3.150, -2.222)  -0.5218
C (-3.926, 1.487, 6.307)  -0.0023
C (1.637, -1.008, -5.723)  -0.0652
C (-2.087, -1.290, -5.038)  -0.2889
C (-0.529, -4.210, 1.215)  -0.1120
C (-1.733, 1.474, 3.277)  -0.8441
C (0.455, 4.043, -1.397)  -0.4840
C (-3.203, -1.985, 3.868)  -0.0920
C (-2.868, -0.210, -3.060)  -0.0429
C (-0.378, -3.135, 0.343)  -0.4241
C (1.611, -0.445, -4.315)  -0.7782
C (-2.683, 1.473, 5.486)  -0.2806
C (-2.541, -2.144, 5.074)  -0.1002
C (-0.523, -4.694, -1.498)  -0.1150
C (4.281, -1.581, 2.591)  -0.0862
C (-0.443, -1.830, 3.952)  -0.1135
C (-2.487, -1.741, 2.710)  -0.1394
C (3.446, -0.544, 2.979)  -0.0850
C (2.815, 4.968, 0.737)  -0.5135
H (-3.691, 1.597, 7.361)  0.0869
H (2.150, -3.274, 0.579)  0.1053
H (-3.221, -0.267, -2.038)  0.1155
H (-2.020, 2.808, -2.688)  0.0247
H (4.461, -3.363, 1.417)  0.1050
H (2.091, 5.693, 0.368)  0.0752
H (1.428, 0.357, 5.647)  0.0860
H (3.806, 0.211, 3.663)  0.1001
H (-0.171, 2.718, 0.189)  -0.0212
H (-0.113, -2.133, -7.441)  0.1081
H (0.639, -1.791, 3.988)  0.0947
H (-0.527, -4.025, 2.284)  0.0979
H (1.493, 0.332, 2.780)  0.0734
H (1.114, 1.796, 6.621)  0.0811
H (2.505, 2.030, -3.834)  0.0582
H (-4.469, 0.554, 6.164)  0.0894
H (4.660, 5.819, 0.039)  0.0679
H (2.213, 3.777, -3.940)  0.0748
H (1.273, 4.727, -1.609)  0.0131
H (-3.097, -2.338, 5.980)  0.1004
H (-3.440, 2.086, -1.938)  0.0758
H (-0.483, 4.524, -1.677)  0.0709
H (-0.535, -4.851, -2.566)  0.0938
H (-3.733, 1.509, 3.711)  0.1373
H (-0.636, -2.205, 6.047)  0.1042
H (-2.711, -2.346, -3.302)  0.0985
H (-0.813, -6.743, -0.996)  0.1043
H (-3.007, -1.616, 1.764)  0.1034
H (-1.238, 1.458, 7.054)  0.1152
H (-0.765, -6.321, 1.449)  0.0992
H (0.741, -2.735, -4.719)  0.0622
H (4.655, 4.045, 0.080)  0.0734
H (5.296, -1.627, 2.960)  0.1013
H (2.667, -1.029, -6.079)  0.1164
H (-2.044, 2.054, -5.425)  0.1185
H (-0.117, 4.429, 0.642)  0.0781
H (1.741, 1.944, 4.962)  0.0849
H (1.035, -0.360, -6.363)  0.1116
H (-4.578, 2.303, 6.000)  0.0928
H (1.811, -3.144, -6.070)  0.1234
H (-4.281, -2.059, 3.833)  0.1030
H (-3.591, 2.963, -3.468)  0.0851
H (3.105, 5.250, 1.751)  0.0650
H (4.322, 2.707, -2.559)  0.0779
H (3.114, 2.716, -1.261)  0.0027
H (-1.527, -0.025, -6.661)  0.1145

Computed properties:
Energy above the lowest of the compared OMol25 structures with the same formula, charge and spin   20.8 kcal per mole
E   -185986.0813 eV
Lowest unoccupied orbital energy   -0.28 eV
Frontier orbital gap   7.09 eV

=====

The following is a quantum chemistry calculation of a structure of composition C40H46BrN3NiO3PSi2 at a distorted geometry, from the OMol25 dataset.

Each line ends with the Löwdin charge.
Element x y z (Å)
Br (6.354, -1.505, -1.742)  0.7829
Ni (-0.178, 0.982, 0.450)  0.0597
P (-1.883, -0.291, -0.343)  1.0685
Si (-0.344, 4.318, -2.130)  0.8292
Si (2.854, 3.949, 1.610)  0.5149
O (2.089, 1.023, -0.052)  -0.0837
O (-0.811, 3.773, 1.291)  -0.1698
O (0.919, -1.173, 0.866)  -0.0175
N (1.036, -4.166, 0.996)  0.1822
N (-1.402, 2.499, 0.847)  -0.0484
N (3.081, -4.907, 0.475)  0.1720
C (-2.102, -1.154, 2.272)  -0.1092
C (-5.003, 2.439, -0.081)  -0.0383
C (1.019, -5.540, 1.189)  -0.1830
C (-2.678, -1.173, -2.956)  -0.0955
C (-4.639, -0.226, -0.728)  -0.0986
C (-1.794, -1.268, -1.886)  -0.3532
C (4.088, -2.583, -0.437)  -0.0661
C (-2.716, 2.773, 0.535)  -0.0991
C (-6.080, 1.681, -0.465)  -0.0613
C (4.003, -0.211, -0.854)  -0.0594
C (-5.901, 0.321, -0.772)  -0.0522
C (-1.423, -2.827, -4.179)  -0.0795
C (-3.503, 0.529, -0.386)  -0.2652
C (2.351, 5.707, 1.985)  -0.1690
C (-0.519, -2.913, -3.128)  -0.0680
C (2.306, -3.862, 0.568)  -0.2584
C (2.758, 2.162, -0.617)  -0.2318
C (2.820, -2.544, 0.155)  -0.0561
C (-3.124, -3.195, 3.023)  -0.0783
C (2.177, 3.459, -0.103)  -0.2205
C (-2.488, -1.944, -4.097)  -0.0760
C (2.306, -5.974, 0.868)  -0.2239
C (-2.865, -2.766, 0.667)  -0.0916
C (1.122, 4.615, -3.142)  -0.1606
C (-3.311, -3.575, 1.703)  -0.0789
C (-0.695, -2.126, -2.002)  -0.0965
C (2.767, -0.155, -0.231)  -0.1790
C (-0.776, 5.465, -0.813)  -0.1499
C (4.653, -1.437, -0.931)  -0.6657
C (-2.272, -1.538, 0.944)  -0.3462
C (-2.509, -1.981, 3.306)  -0.0750
C (2.173, -1.319, 0.279)  -0.1682
C (1.666, -8.208, 1.337)  -0.0862
C (-1.300, 2.845, -2.378)  -0.1643
C (2.645, -7.325, 0.948)  -0.0093
C (4.714, 3.850, 1.515)  -0.1687
C (0.369, -7.762, 1.644)  -0.0864
C (2.262, 2.762, 2.935)  -0.1596
C (0.023, -6.430, 1.577)  -0.0198
C (-3.692, 1.889, -0.011)  -0.2232
H (-3.511, -0.483, -2.920)  0.0943
H (0.326, -3.586, -3.187)  0.1090
H (-3.015, -3.077, -0.359)  0.1065
H (-3.815, -4.506, 1.479)  0.1081
H (1.643, 3.677, -3.328)  0.0515
H (5.085, 4.346, 0.615)  0.0423
H (2.180, 3.242, 3.911)  0.0393
H (-3.182, -1.855, -4.923)  0.1058
H (2.973, 1.941, 3.036)  0.0378
H (2.695, 2.042, -1.705)  0.1325
H (-1.667, -0.180, 2.498)  0.0917
H (0.097, 6.055, -0.531)  0.0543
H (2.643, 5.990, 2.994)  0.0391
H (-3.463, -3.835, 3.826)  0.1071
H (-6.747, -0.298, -1.035)  0.1106
H (-0.378, -8.486, 1.941)  0.1024
H (-1.567, 6.154, -1.129)  0.0665
H (1.282, 5.883, 1.881)  0.0195
H (-4.525, -1.280, -0.955)  0.1032
H (-1.131, 4.899, 0.053)  0.0045
H (0.034, -2.177, -1.201)  0.0817
H (3.812, 2.117, -0.336)  0.0946
H (-0.974, 2.146, -1.603)  0.0030
H (-2.368, 3.025, -2.235)  0.0602
H (4.586, -3.537, -0.515)  0.1082
H (3.645, -7.653, 0.704)  0.1135
H (-2.374, -1.669, 4.332)  0.1067
H (0.846, 5.039, -4.112)  0.0622
H (4.477, 0.660, -1.270)  0.0951
H (-5.152, 3.472, 0.200)  0.1105
H (0.258, -3.533, 1.109)  0.1393
H (2.474, 4.257, -0.805)  0.0756
H (-7.065, 2.126, -0.504)  0.1097
H (5.082, 2.825, 1.513)  0.0352
H (-0.973, -6.103, 1.807)  0.0976
H (1.076, 3.424, -0.109)  0.0321
H (-1.291, -3.438, -5.061)  0.1064
H (1.793, 5.314, -2.645)  0.0466
H (-3.065, 3.779, 0.749)  0.1206
H (1.892, -9.262, 1.410)  0.1025
H (0.958, -1.389, 1.808)  0.1306
H (2.865, 6.385, 1.298)  0.0382
H (5.163, 4.353, 2.371)  0.0426
H (1.292, 2.298, 2.701)  0.0040
H (-0.322, 3.525, 2.079)  0.0736
H (-1.136, 2.412, -3.368)  0.0657

Computed properties:
Net charge   +1
Energy above the lowest of the compared OMol25 structures with the same formula, charge and spin   50.0 kcal per mole
E   -188960.9068 eV
Lowest unoccupied orbital energy (alpha / beta)   -3.79 / -3.79 eV
Frontier orbital gap (alpha / beta)   4.44 / 4.50 eV